The following is a DFT calculation (ωB97M-V with the def2-TZVPD basis set) of a molecular structure, C23H33BrN2O2Si2Zr.

## Properties
Charge: +2
HOMO level: -13.851 eV
Total energy: -4355.7789 Ha

Atoms and positions in Å:
Zr -0.07 -0.68 0.31
O -2.17 -0.29 -0.39
C -3.18 0.42 0.35
C -4.49 0.23 0.00
C -5.47 0.88 0.75
C -5.11 1.70 1.81
C -3.77 1.87 2.13
C -2.78 1.24 1.39
C -1.32 1.44 1.65
O -0.70 0.17 1.87
N -0.75 1.96 0.38
N 0.60 1.63 0.24
C 1.46 2.50 -0.13
C 2.82 2.09 -0.41
Br 3.12 0.23 -0.18
C 3.82 2.87 -0.84
C 3.83 4.33 -0.97
C 3.22 5.18 -0.04
C 3.27 6.55 -0.22
C 3.91 7.08 -1.33
C 4.54 6.25 -2.24
C 4.52 4.87 -2.05
H -2.59 -0.97 -0.94
H -4.77 -0.41 -0.82
H -6.51 0.75 0.50
H -5.87 2.19 2.40
H -3.48 2.52 2.95
H -1.12 2.09 2.51
H -0.98 2.93 0.20
H 1.20 3.54 -0.28
H 4.73 2.36 -1.16
H 2.78 4.77 0.87
H 2.82 7.21 0.51
H 3.95 8.15 -1.47
H 5.07 6.66 -3.09
H 5.03 4.22 -2.75
C -1.84 -2.87 -1.87
Si -1.83 -3.54 -0.09
C -1.68 -5.39 -0.24
C -3.39 -3.11 0.83
C -0.37 -2.76 0.86
Si 1.34 -3.30 0.40
C 2.45 -2.48 1.66
C 1.52 -2.43 -1.32
C 1.86 -5.05 0.09
H -2.86 -2.76 -2.25
H -1.36 -3.61 -2.52
H -1.32 -1.93 -2.13
H -2.61 -5.79 -0.64
H -1.50 -5.86 0.72
H -0.88 -5.68 -0.93
H -4.28 -3.13 0.18
H -3.35 -2.14 1.33
H -3.56 -3.85 1.61
H -0.56 -2.88 1.93
H 2.12 -1.51 2.05
H 3.49 -2.36 1.34
H 2.46 -3.12 2.55
H 1.04 -1.45 -1.49
H 1.05 -3.07 -2.07
H 2.56 -2.25 -1.59
H 1.70 -5.68 0.96
H 2.92 -5.05 -0.14
H 1.32 -5.49 -0.75

Mulliken atomic charge list, values in e, 6 entries: 0.666, -0.554, 0.672, -0.673, -0.651, -0.769

=====

The following is a DFT calculation (ωB97M-V with the def2-TZVPD basis set) of C5H10O in the gas phase.

## Properties
HOMO level: -10.004 eV
Total energy: -271.6922 Ha

Atoms and positions in Å:
C 0.74 1.60 -0.08
C 0.20 0.40 0.67
C -1.31 0.03 0.52
C -0.88 -1.35 -0.02
C 0.60 -0.99 0.06
O 1.08 -1.06 -1.33
H 1.84 1.57 -0.08
H 0.40 1.58 -1.12
H 0.42 2.54 0.36
H 0.46 0.46 1.73
H -1.87 0.07 1.47
H -1.87 0.63 -0.20
H -1.31 -2.28 0.38
H -0.80 -1.37 -1.12
H 1.34 -1.58 0.61
H 0.95 -0.26 -1.86

Mulliken atomic charge list, values in e, 6 entries: -1.593, 0.368, -0.666, -0.654, -0.101, -0.602

=====

The following is a DFT calculation (ωB97M-V with the def2-TZVPD basis set) of a molecular structure, C54H57BrClCsF10N3O3PSi.

## Properties
Charge: -2
HOMO level: -1.734 eV
Total energy: -7165.8802 Ha

Atoms and positions in Å:
Cs -0.07 -0.51 -0.18
C 0.60 4.99 -0.29
N 0.69 3.68 0.31
C -0.53 3.29 1.02
C -1.86 3.40 0.27
N -1.92 2.47 -0.84
C -2.39 2.87 -2.01
C -3.03 4.08 -2.42
F -3.34 5.07 -1.52
C -3.46 4.33 -3.71
F -4.05 5.52 -3.99
C -3.34 3.39 -4.72
F -3.71 3.66 -6.00
C -2.74 2.18 -4.38
F -2.61 1.22 -5.33
C -2.30 1.94 -3.11
F -1.80 0.70 -2.85
C 1.17 2.69 -0.63
C 2.65 2.73 -1.00
N 2.90 1.41 -1.56
C 3.78 1.21 -2.51
C 4.80 2.05 -3.05
F 4.99 3.31 -2.55
C 5.68 1.66 -4.04
F 6.63 2.54 -4.47
C 5.65 0.39 -4.59
F 6.52 0.01 -5.56
C 4.69 -0.49 -4.09
F 4.61 -1.74 -4.60
C 3.81 -0.10 -3.11
F 2.90 -1.01 -2.69
H 1.59 5.33 -0.59
H 0.20 5.70 0.44
H -0.05 5.02 -1.18
H -0.61 3.91 1.92
H -0.41 2.26 1.38
H -2.01 4.44 0.00
H -2.65 3.18 1.02
H 0.57 2.66 -1.55
H 1.06 1.71 -0.17
H 3.21 2.88 -0.06
H 2.89 3.57 -1.65
C -6.06 -1.06 -1.45
C -6.36 -2.20 -0.46
C -6.57 -1.53 0.90
C -7.68 -2.86 -0.88
Si -4.91 -3.47 -0.33
Br -3.07 -2.22 -0.26
C -4.90 -4.46 1.31
C -4.53 -3.60 2.52
C -3.85 -5.58 1.26
C -6.26 -5.12 1.58
C -4.72 -4.57 -1.89
C -4.94 -3.73 -3.16
C -3.32 -5.17 -2.03
C -5.75 -5.71 -1.92
H -6.91 -0.37 -1.42
H -5.95 -1.39 -2.48
H -5.17 -0.50 -1.18
H -7.31 -0.73 0.78
H -5.66 -1.07 1.28
H -6.95 -2.20 1.67
H -8.46 -2.09 -0.88
H -8.00 -3.65 -0.21
H -7.64 -3.26 -1.89
H -3.54 -3.15 2.41
H -4.50 -4.24 3.40
H -5.23 -2.80 2.72
H -2.86 -5.21 0.99
H -4.11 -6.38 0.56
H -3.77 -6.03 2.25
H -7.04 -4.39 1.79
H -6.17 -5.75 2.47
H -6.60 -5.75 0.76
H -4.27 -2.87 -3.21
H -5.96 -3.37 -3.27
H -4.72 -4.35 -4.03
H -2.54 -4.41 -2.03
H -3.27 -5.71 -2.98
H -3.08 -5.89 -1.24
H -6.78 -5.37 -1.83
H -5.57 -6.45 -1.13
H -5.66 -6.24 -2.87
O 0.40 -3.00 0.21
P 1.42 -3.37 1.25
C 2.03 -5.03 0.77
C 2.08 -5.31 -0.59
C 2.53 -6.54 -1.05
C 2.93 -7.51 -0.14
C 2.88 -7.25 1.22
C 2.44 -6.01 1.67
C 0.76 -3.65 2.89
C 1.44 -3.36 4.06
C 0.89 -3.69 5.29
C -0.35 -4.30 5.35
C -1.05 -4.57 4.18
C -0.50 -4.25 2.95
C 2.94 -2.40 1.28
C 3.06 -1.20 0.57
C 4.27 -0.53 0.54
C 5.36 -1.03 1.24
C 5.25 -2.22 1.94
C 4.05 -2.91 1.95
H 1.74 -4.55 -1.29
H 2.56 -6.74 -2.11
H 3.28 -8.47 -0.50
H 3.18 -8.00 1.93
H 2.39 -5.82 2.74
H 2.37 -2.81 4.03
H 1.42 -3.44 6.20
H -0.79 -4.56 6.31
H -2.04 -5.01 4.22
H -1.04 -4.43 2.04
H 2.23 -0.78 0.02
H 4.31 0.37 -0.05
H 6.30 -0.50 1.22
H 6.10 -2.62 2.48
H 3.99 -3.87 2.46
Cl -5.88 -0.19 4.14
C -4.14 -0.31 3.90
C -3.59 0.09 2.70
C -2.22 -0.03 2.52
C -1.40 -0.52 3.54
C -1.99 -0.89 4.74
C -3.36 -0.82 4.93
C 0.10 -0.68 3.36
O 0.83 -0.49 4.33
O 0.42 -1.05 2.19
H -4.21 0.49 1.91
H -1.80 0.28 1.58
H -1.34 -1.26 5.53
H -3.82 -1.13 5.85

Mulliken atomic charge list, values in e, 6 entries: 2.516, -1.001, 0.208, -0.329, -0.916, 0.042

=====

The following is a DFT calculation (ωB97M-V with the def2-TZVPD basis set) of C2H2N4O in the gas phase.

## Properties
HOMO level: -10.408 eV
Total energy: -371.5357 Ha

Atoms and positions in Å:
H 1.59 -0.12 -1.95
N 1.03 0.76 -1.81
C 0.42 0.27 -0.81
N 0.64 -1.03 -0.37
C 0.19 -1.30 0.69
N -0.61 -0.36 1.55
N -1.13 0.66 0.99
O -0.64 1.04 -0.13
H 0.38 -2.23 1.16

Mulliken atomic charge list, values in e, 6 entries: 0.334, -0.577, 0.518, -0.364, -0.007, -0.380

=====

The following is a DFT calculation (ωB97M-V with the def2-TZVPD basis set) of a gas-phase ion, C6H5F3N4S (charge +2).

## Properties
Charge: +2
<S²>: 2.0303
2S+1: 3
HOMO level (spin up / spin down): -14.414 / -17.728 eV
Total energy: -1147.5892 Ha

Atoms and positions in Å:
C -2.45 -0.93 1.72
C 0.60 -0.02 0.08
C 0.85 0.41 -2.24
C -4.69 -1.60 1.16
C -1.65 -0.43 0.63
C -2.20 0.02 -0.72
N -3.71 -1.31 1.83
N 1.01 1.23 -3.01
N -0.35 -0.15 0.87
N 0.50 -0.38 -1.29
F -1.74 1.17 -1.17
F -1.93 -0.93 -1.69
F -3.49 0.06 -0.61
S -6.07 -2.12 0.81
H -2.10 -0.97 2.69
H 1.58 0.10 0.51
H 1.27 1.92 -3.69
H -0.10 0.20 1.89
H 0.10 -1.38 -1.67

Mulliken atomic charge list, values in e, 6 entries: -0.617, -0.369, 0.409, 0.569, 0.237, 0.977

=====

The following is a DFT calculation (ωB97M-V with the def2-TZVPD basis set) of a molecular structure, C19H16AuBrIN3O2.

## Properties
Charge: +2
HOMO level: -14.505 eV
Total energy: -4055.1638 Ha

Atoms and positions in Å:
Au 0.27 -0.96 -0.75
C -2.63 -1.34 2.74
C -2.12 0.01 2.34
N -2.74 1.08 2.82
C -2.30 2.31 2.53
C -1.20 2.56 1.74
C -0.78 3.97 1.45
O -0.51 4.09 0.06
C -0.52 1.45 1.21
C 0.66 1.65 0.41
N 1.17 0.81 -0.42
C 2.42 1.08 -1.08
C 3.39 1.90 -0.50
C 4.54 2.21 -1.20
C 4.76 1.70 -2.47
C 3.83 0.85 -3.05
C 2.68 0.55 -2.34
I 1.31 -0.82 -3.15
C -0.99 0.16 1.51
O -0.38 -0.96 1.11
H -3.69 -1.27 2.98
H -2.11 -1.69 3.63
H -2.47 -2.08 1.95
H -2.89 3.12 2.92
H 0.12 4.22 2.04
H -1.57 4.65 1.76
H -0.53 5.02 -0.20
H 1.15 2.61 0.49
H 3.25 2.27 0.51
H 5.29 2.84 -0.73
H 5.67 1.94 -3.00
H 4.02 0.42 -4.02
Br -2.82 -1.09 -1.66
C -2.03 -2.74 -1.29
C -2.76 -3.92 -1.34
C -2.12 -5.11 -1.05
C -0.77 -5.10 -0.71
C -0.10 -3.90 -0.68
N -0.73 -2.74 -0.97
H -3.81 -3.88 -1.60
H -2.67 -6.04 -1.09
H -0.24 -6.01 -0.48
H 0.94 -3.83 -0.42

Mulliken atomic charge list, values in e, 6 entries: 0.672, -1.253, 0.769, -0.534, -0.913, 0.356